This record from the OMol25 dataset describes a molecular structure, C42H55F4N8P2RbS. The level of theory is ωB97M-V/def2-TZVPD.

CARTESIAN COORDINATES (ANGSTROEM)
Rb -0.068 0.197 -0.167
C 3.084 1.731 -0.299
N 1.913 2.409 -0.823
C 2.122 2.814 -2.197
C 1.523 3.572 -0.023
C 1.380 3.336 1.474
N 0.390 2.313 1.748
C -0.011 2.131 2.996
C -1.056 1.194 3.245
F -1.566 0.530 2.155
C -1.541 0.868 4.480
F -2.519 -0.081 4.551
C -1.071 1.447 5.643
C -0.058 2.374 5.454
F 0.470 2.980 6.537
C 0.451 2.710 4.220
F 1.477 3.600 4.200
H 3.957 2.397 -0.194
H 3.360 0.917 -0.973
H 2.857 1.302 0.680
H 2.946 3.544 -2.294
H 1.212 3.268 -2.589
H 2.358 1.946 -2.814
H 0.564 3.924 -0.416
H 2.258 4.386 -0.166
H 1.106 4.309 1.901
H 2.366 3.100 1.899
H -1.456 1.205 6.619
C 3.786 -2.234 1.718
P 2.031 -2.345 1.191
C 2.119 -4.022 0.375
N 2.754 -4.962 1.033
C 2.878 -6.184 0.465
C 3.533 -7.225 1.170
C 3.660 -8.453 0.594
C 3.151 -8.697 -0.708
C 2.524 -7.710 -1.407
C 2.373 -6.427 -0.824
N 1.752 -5.441 -1.515
C 1.601 -4.270 -0.947
P 0.747 -2.944 -1.956
C 1.619 -3.236 -3.549
C -0.942 -3.697 -2.275
C -1.584 -3.967 -0.913
C -1.742 -2.607 -2.999
C -0.953 -4.967 -3.119
C 1.129 -2.665 2.795
C 1.645 -3.796 3.678
C 1.233 -1.339 3.560
C -0.332 -2.927 2.431
H 4.108 -3.111 2.278
H 3.921 -1.333 2.317
H 4.407 -2.138 0.826
H 3.914 -7.012 2.160
H 4.154 -9.253 1.128
H 3.266 -9.680 -1.146
H 2.130 -7.871 -2.401
H 1.718 -4.298 -3.769
H 2.609 -2.782 -3.497
H 1.064 -2.747 -4.352
H -1.581 -3.078 -0.280
H -1.077 -4.779 -0.388
H -2.630 -4.256 -1.054
H -1.820 -1.697 -2.402
H -2.758 -2.966 -3.186
H -1.296 -2.352 -3.963
H -0.379 -5.768 -2.660
H -0.553 -4.791 -4.119
H -1.988 -5.304 -3.235
H 2.710 -3.703 3.890
H 1.476 -4.774 3.230
H 1.110 -3.762 4.632
H 2.238 -1.186 3.955
H 0.542 -1.347 4.408
H 0.980 -0.476 2.939
H -0.449 -3.845 1.851
H -0.756 -2.106 1.847
H -0.931 -3.034 3.340
C -3.418 3.830 -0.747
C -3.640 4.147 -2.076
C -3.029 3.387 -3.061
C -2.213 2.330 -2.677
N -1.992 2.033 -1.399
C -2.583 2.760 -0.458
C -1.516 1.473 -3.685
C -2.045 1.279 -4.959
C -1.345 0.507 -5.867
C -0.138 -0.052 -5.483
C 0.297 0.173 -4.186
N -0.368 0.909 -3.303
H -3.874 4.398 0.052
H -4.275 4.981 -2.346
H -3.166 3.629 -4.106
H -2.366 2.477 0.565
H -2.999 1.711 -5.226
H -1.739 0.340 -6.861
H 0.448 -0.657 -6.161
H 1.225 -0.264 -3.833
C -6.100 -2.612 -0.086
N -5.366 -2.215 1.089
C -5.498 -2.946 2.340
C -4.552 -2.166 3.251
N -3.608 -1.642 2.274
C -4.195 -1.533 1.055
S -3.549 -0.724 -0.255
H -7.162 -2.663 0.152
H -5.772 -3.591 -0.451
H -5.935 -1.875 -0.867
H -5.171 -3.985 2.211
H -6.531 -2.945 2.689
H -4.056 -2.794 3.988
H -5.070 -1.353 3.767
H -2.961 -0.912 2.540

DFT total energy (a.u.): -3575.9706
Relative energy (zero: lowest compared OMol25 entry of this formula, charge and spin) (kcal/mol): 5.58
HOMO energy (eV): -6.01
F_max (eV Å⁻¹): 0.30
HOMO-LUMO gap (eV): 5.45
Molecular weight (Da): 927.4
Multiplicity: 1
Net charge: 0

Mulliken population analysis, charges in e, atoms 1 to 4:
1 Rb 0.82
2 C -1.04
3 N 1.12
4 C -1.21